Entry 1:
C2HClNO2 | the ωB97M-V functional and the def2-TZVPD basis

relative energy (zero: lowest compared OMol25 entry of this formula, charge and spin): 35.5 kJ/mol
gap between HOMO and LUMO: 9.525 eV
charge: -1
E_tot: -20199.77161 eV

CARTESIAN COORDINATES (ANGSTROEM)
C1 -2.81 -0.71 -0.13
C2 1.63 -0.33 0.06
N1 -1.94 0.01 -0.02
O1 1.10 -1.09 0.79
O2 2.39 -0.14 -0.81
Cl1 0.73 1.66 0.12
H1 -1.10 0.60 0.00

***

Entry 2:
C11H19BBr2MnN4O17 | the ωB97M-V functional and the def2-TZVPD basis

gap between HOMO and LUMO (alpha / beta): 5.866 / 5.943 eV
charge: 0
E_tot: -224554.71541 eV
2S+1: 6
<S²>: 8.755

CARTESIAN COORDINATES (ANGSTROEM)
Mn1 -10.47 3.31 24.59
O1 -4.58 1.77 20.05
C1 -5.22 2.64 20.59
O2 -6.32 3.08 20.22
B1 -6.94 3.94 21.17
O3 -5.85 4.21 22.16
C2 -4.88 3.39 21.91
O4 -3.78 3.24 22.52
O5 -8.10 3.29 21.74
C3 -9.06 4.15 21.83
O6 -10.12 4.04 22.49
C4 -8.68 5.30 20.90
O7 -7.39 5.14 20.49
O8 -9.43 6.23 20.56
C5 -13.60 4.95 24.48
O9 -12.41 4.26 24.30
H1 -13.76 5.66 23.67
H2 -14.53 4.39 24.55
H3 -13.52 5.66 25.29
Br1 -11.32 9.01 24.08
C6 -11.53 8.00 22.40
C7 -12.80 8.53 21.62
Br2 -12.64 7.80 19.78
H4 -11.78 7.04 22.85
H5 -10.60 7.96 21.83
H6 -12.76 9.61 21.44
H7 -13.73 8.18 22.06
C8 -16.20 4.37 27.48
N1 -15.26 4.62 28.61
O10 -14.27 5.32 28.49
O11 -15.67 4.13 29.65
H8 -17.09 3.85 27.85
H9 -15.71 3.90 26.63
H10 -16.50 5.38 27.18
C9 -16.11 4.83 21.32
N2 -16.58 5.77 22.33
O12 -17.05 5.30 23.33
O13 -16.61 6.95 21.97
H11 -15.33 4.33 21.90
H12 -15.60 5.41 20.54
H13 -16.95 4.25 20.95
C10 -10.91 6.16 26.98
N3 -9.63 6.17 26.23
O14 -9.62 5.47 25.18
O15 -8.84 7.01 26.49
H14 -11.62 6.76 26.41
H15 -10.88 6.58 27.99
H16 -11.26 5.15 27.21
C11 -13.99 8.73 26.69
N4 -15.44 8.43 26.81
O16 -15.92 7.72 25.91
O17 -16.06 8.83 27.78
H17 -13.49 9.02 27.61
H18 -13.92 9.63 26.08
H19 -13.52 7.80 26.39

***

Entry 3:
C23H17ClN3O6STa | the ωB97M-V functional and the def2-TZVPD basis

relative energy (zero: lowest compared OMol25 entry of this formula, charge and spin): 0.0 kJ/mol
gap between HOMO and LUMO: 7.784 eV
charge: +2
E_tot: -65775.96591 eV

CARTESIAN COORDINATES (ANGSTROEM)
Ta1 0.43 -0.56 0.18
O1 -0.32 0.94 1.75
C1 -0.70 0.71 2.91
C2 -0.63 -0.55 3.60
C3 -1.19 -0.69 4.87
C4 -1.20 -1.93 5.46
C5 -0.66 -3.05 4.83
C6 -0.08 -2.92 3.58
C7 -0.05 -1.67 2.97
O2 0.49 -1.51 1.76
N1 -1.80 -2.09 6.81
O3 -1.81 -3.21 7.27
O4 -2.23 -1.08 7.33
H1 -1.12 1.55 3.47
H2 -1.64 0.14 5.40
H3 -0.70 -4.01 5.33
H4 0.36 -3.76 3.07
O5 -1.62 -0.84 -0.28
S1 -1.70 0.23 -1.35
O6 -2.49 1.36 -1.06
N2 -0.09 0.58 -1.33
C8 0.54 1.80 -1.64
C9 0.16 2.75 -2.55
C10 0.97 3.88 -2.77
C11 2.14 4.05 -2.09
C12 2.53 3.12 -1.10
C13 3.70 3.23 -0.32
C14 3.96 2.30 0.65
C15 3.07 1.25 0.85
N3 1.98 1.09 0.12
C16 1.70 2.01 -0.86
C17 -2.06 -0.57 -2.87
C18 -2.14 -1.96 -2.91
C19 -2.32 -2.58 -4.14
C20 -2.40 -1.81 -5.29
C21 -2.36 -0.42 -5.23
C22 -2.20 0.21 -4.01
H5 -0.76 2.64 -3.11
H6 0.65 4.61 -3.50
H7 2.76 4.92 -2.28
H8 4.38 4.05 -0.50
H9 4.85 2.37 1.27
H10 3.25 0.51 1.63
H11 -2.12 -2.54 -2.00
H12 -2.41 -3.65 -4.19
H13 -2.53 -2.29 -6.25
H14 -2.47 0.17 -6.13
H15 -2.23 1.29 -3.93
Cl1 0.63 -2.56 -1.17
C23 2.10 -1.71 -0.66
H16 2.64 -1.40 -1.54
H17 2.71 -2.38 -0.06

***

Entry 4:
C40H58N8O8PdSi | the ωB97M-V functional and the def2-TZVPD basis

relative energy (zero: lowest compared OMol25 entry of this formula, charge and spin): 0.0 kJ/mol
gap between HOMO and LUMO: 5.997 eV
charge: -2
E_tot: -82086.31071 eV

CARTESIAN COORDINATES (ANGSTROEM)
Pd1 0.34 -0.81 1.03
C1 7.16 0.45 -1.66
C2 6.53 0.94 -0.30
C3 7.49 1.70 0.58
O1 6.08 -0.17 0.49
C4 5.26 1.82 -0.69
O2 5.49 2.99 -0.99
O3 4.15 1.20 -0.58
H1 8.09 -0.15 -1.51
H2 7.37 1.21 -2.41
H3 6.41 -0.24 -2.15
H4 8.27 1.05 0.99
H5 6.96 2.06 1.45
H6 7.96 2.58 0.10
H7 5.12 -0.14 0.35
C5 -4.01 0.33 -4.17
C6 -3.01 -0.62 -3.52
C7 -1.60 -0.45 -4.08
C8 -3.40 -2.10 -3.77
O4 -3.06 -0.45 -2.15
Si1 -1.96 0.40 -1.18
O5 -0.60 -0.28 -0.89
O6 -2.03 1.89 -1.94
C9 -1.38 3.10 -1.52
C10 0.04 2.85 -1.10
C11 -1.41 3.91 -2.83
C12 -2.23 3.73 -0.46
O7 -2.80 0.77 0.19
C13 -3.54 -0.07 1.07
C14 -2.99 -1.51 1.07
C15 -5.01 -0.01 0.61
C16 -3.38 0.57 2.40
H8 -4.12 0.19 -5.27
H9 -3.67 1.36 -3.97
H10 -5.01 0.20 -3.72
H11 -1.47 -0.81 -5.11
H12 -1.00 -1.07 -3.40
H13 -1.23 0.57 -3.99
H14 -3.34 -2.18 -4.87
H15 -4.35 -2.37 -3.37
H16 -2.59 -2.73 -3.38
H17 0.58 2.22 -1.79
H18 0.04 2.29 -0.14
H19 0.60 3.76 -0.86
H20 -1.04 3.36 -3.67
H21 -0.84 4.81 -2.71
H22 -2.40 4.26 -3.13
H23 -2.22 3.13 0.46
H24 -3.25 3.88 -0.81
H25 -1.85 4.72 -0.21
H26 -2.82 -1.87 0.04
H27 -3.82 -2.09 1.45
H28 -2.10 -1.71 1.67
H29 -5.12 -0.55 -0.31
H30 -5.28 1.05 0.48
H31 -5.67 -0.47 1.33
H32 -2.36 0.54 2.72
H33 -3.98 0.02 3.17
H34 -3.72 1.61 2.39
C17 0.91 -2.57 -1.92
C18 1.94 -3.62 -1.63
N1 3.10 -3.47 -1.03
C19 3.67 -4.71 -0.99
C20 2.88 -5.65 -1.57
N2 1.75 -4.95 -1.94
C21 0.64 -5.52 -2.62
N3 -0.51 -5.66 -1.78
N4 -1.69 -5.23 -2.28
N5 -2.64 -5.55 -1.52
C22 -2.13 -6.29 -0.48
C23 -2.73 -6.76 0.67
C24 -1.96 -7.38 1.63
C25 -0.60 -7.59 1.40
C26 0.07 -7.09 0.26
C27 -0.71 -6.39 -0.64
H35 0.10 -2.64 -1.22
H36 0.49 -2.63 -2.98
H37 1.29 -1.62 -1.70
H38 4.62 -4.88 -0.51
H39 2.98 -6.73 -1.58
H40 0.98 -6.45 -3.00
H41 0.35 -4.88 -3.45
H42 -3.77 -6.57 0.86
H43 -2.40 -7.73 2.58
H44 -0.05 -8.07 2.20
H45 1.13 -7.24 0.07
C28 -0.05 8.14 1.51
C29 -0.14 6.75 2.08
C30 -1.22 6.35 2.88
C31 -1.44 5.05 3.36
C32 -0.53 4.03 3.08
N6 -0.63 2.67 3.53
C33 -0.42 2.37 4.90
O8 -0.80 3.09 5.76
N7 0.34 1.21 5.13
C34 1.11 0.49 4.06
C35 2.00 1.20 3.16
C36 2.54 0.52 2.09
C37 2.19 -0.84 1.86
N8 1.44 -1.57 2.78
C38 0.87 -0.85 3.78
C39 0.56 4.42 2.29
C40 0.76 5.71 1.82
H46 -0.58 8.83 2.17
H47 -0.43 8.20 0.49
H48 0.98 8.49 1.49
H49 -1.99 7.08 3.12
H50 -2.33 4.79 3.91
H51 -0.27 1.98 2.88
H52 0.59 1.09 6.10
H53 2.31 2.19 3.37
H54 3.20 1.03 1.35
H55 2.81 -1.33 1.09
H56 0.13 -1.44 4.29
H57 1.33 3.68 2.14
H58 1.67 5.91 1.28